Arrangement a

Computed, not measured: a 4-piece molecular cluster, C2H13NO4 overall, with the ωB97M-V functional and the def2-TZVPD basis.

Last columns: bonded neighbours and bond lengths (Å).
Geometry (Å):
1 C -0.835 0.558 -1.371  O2 1.472, C3 1.577, H5 1.151, H6 1.079
2 O -2.172 1.140 -1.175  C1 1.472, H7 0.932
3 C 0.506 1.378 -1.503  C1 1.577, N4 1.518, H8 1.130, H9 1.204
4 N 0.749 2.372 -2.625  C3 1.518, H10 0.991, H11 1.011
5 H -0.556 -0.347 -0.717  C1 1.151
6 H -0.950 0.109 -2.345  C1 1.079
7 H -2.084 1.988 -1.551  O2 0.932
8 H 0.577 1.767 -0.445  C3 1.130
9 H 1.318 0.516 -1.720  C3 1.204
10 H 1.714 2.597 -2.623  N4 0.991
11 H 0.130 3.167 -2.538  N4 1.011
12 H 1.102 0.548 2.779  O14 0.953
13 H 0.115 -0.154 3.536  O14 0.975
14 O 1.079 -0.181 3.392  H12 0.953, H13 0.975
15 H -1.695 -1.736 0.460  O17 0.979
16 H -0.490 -2.136 1.431  O17 1.010
17 O -1.314 -1.559 1.344  H15 0.979, H16 1.010
18 H 1.788 -3.648 0.477  O20 1.001
19 H 2.468 -2.858 1.500  O20 0.981
20 O 1.569 -2.904 1.110  H18 1.001, H19 0.981

For the HOMO-LUMO gap, the calculation gives 9.900 eV. Its structure (SMILES) is NCCO.O.O.O.

In elementary charge units, the natural (NBO) charges are: C -0.104; O -0.709; C -0.250; N -0.849; H 0.199; H 0.156; H 0.458; H 0.166; H 0.205; H 0.367; H 0.355; H 0.461; H 0.472; O -0.932; H 0.470; H 0.499; O -0.967; H 0.467; H 0.478; O -0.942

=====

Arrangement b

Computed, not measured: a 4-piece molecular cluster, C2H13NO4 overall, with the ωB97M-V functional and the def2-TZVPD basis.

Last columns: bonded neighbours and bond lengths (Å).
Geometry (Å):
1 C 0.605 2.416 0.283  O2 1.402, C3 1.539, H5 1.099, H6 1.093
2 O 0.621 1.835 1.559  C1 1.402, H7 0.943
3 C 1.059 1.400 -0.782  C1 1.539, N4 1.479, H8 1.099, H9 1.087
4 N -0.099 0.599 -1.233  C3 1.479, H10 1.014, H11 1.012
5 H -0.334 2.871 -0.058  C1 1.099
6 H 1.336 3.228 0.259  C1 1.093
7 H -0.068 1.196 1.632  O2 0.943
8 H 1.501 1.857 -1.678  C3 1.099
9 H 1.854 0.857 -0.278  C3 1.087
10 H -0.837 1.235 -1.517  N4 1.014
11 H 0.132 0.132 -2.101  N4 1.012
12 H 0.530 -2.176 2.925  O14 0.971
13 H -0.282 -1.527 1.827  O14 0.969
14 O 0.612 -1.533 2.201  H12 0.971, H13 0.969
15 H -2.598 -1.155 0.558  O17 0.956
16 H -1.466 -0.218 0.009  O17 0.987
17 O -1.691 -0.887 0.699  H15 0.956, H16 0.987
18 H -0.053 -3.201 -0.744  O20 0.971
19 H -0.764 -3.777 -1.847  O20 0.953
20 O -0.057 -3.152 -1.714  H18 0.971, H19 0.953

For the HOMO-LUMO gap, the calculation gives 10.324 eV. Its structure (SMILES) is NCCO.O.O.O.

In elementary charge units, the natural (NBO) charges are: C -0.069; O -0.704; C -0.248; N -0.859; H 0.145; H 0.181; H 0.478; H 0.168; H 0.214; H 0.346; H 0.374; H 0.459; H 0.490; O -0.960; H 0.474; H 0.507; O -0.995; H 0.472; H 0.457; O -0.929

=====

Result of the stability comparison: arrangement a is the least stable of them.

=====

Arrangement a

Computed, not measured: a 4-piece molecular cluster, C2H13NO4 overall, with the ωB97M-V functional and the def2-TZVPD basis.

Last columns: bonded neighbours and bond lengths (Å).
Geometry (Å):
1 C 1.774 -1.043 -0.642  O2 1.514, C3 1.517, H5 1.100, H6 1.093
2 O 0.339 -1.096 -0.161  C1 1.514, H7 0.960
3 C 1.923 0.394 -1.108  C1 1.517, N4 1.491, H8 1.172, H9 1.132
4 N 1.535 1.312 0.000  C3 1.491, H10 0.915, H11 1.000
5 H 2.463 -1.406 0.135  C1 1.100
6 H 1.875 -1.778 -1.445  C1 1.093
7 H 0.561 -1.096 0.773  O2 0.960
8 H 2.998 0.647 -1.497  C3 1.172
9 H 1.271 0.606 -2.010  C3 1.132
10 H 1.195 2.102 -0.311  N4 0.915
11 H 2.291 1.542 0.613  N4 1.000
12 H -2.013 -0.819 0.347  O14 1.050
13 H -1.178 0.506 0.320  O14 1.038
14 O -2.112 0.186 0.638  H12 1.050, H13 1.038
15 H -1.535 -0.829 2.634  O17 0.900
16 H -0.453 -0.385 3.491  O17 0.907
17 O -0.664 -0.957 2.820  H15 0.900, H16 0.907
18 H -2.723 1.265 -1.186  O20 1.059
19 H -1.247 0.887 -1.526  O20 1.017
20 O -2.116 1.051 -2.027  H18 1.059, H19 1.017

For the HOMO-LUMO gap, the calculation gives 10.525 eV. Its structure (SMILES) is NCCO.O.O.O.

In elementary charge units, the natural (NBO) charges are: C -0.099; O -0.757; C -0.252; N -0.839; H 0.179; H 0.190; H 0.492; H 0.178; H 0.207; H 0.350; H 0.356; H 0.490; H 0.488; O -0.979; H 0.477; H 0.464; O -0.940; H 0.490; H 0.453; O -0.948

=====

Arrangement b

Computed, not measured: a 5-piece molecular cluster, C2H13NO4 overall, with the ωB97M-V functional and the def2-TZVPD basis.

Last columns: bonded neighbours and bond lengths (Å).
Geometry (Å):
1 C -0.692 -1.523 2.339  C2 1.334, H4 1.081, H5 1.079
2 C 0.137 -2.212 1.552  C1 1.334, N3 1.387, H6 1.086
3 N 1.499 -2.050 1.338  C2 1.387, H7 1.016, H8 1.013
4 H -0.364 -0.610 2.816  C1 1.081
5 H -1.728 -1.820 2.297  C1 1.079
6 H -0.221 -3.131 1.098  C2 1.086
7 H 2.107 -1.862 2.129  N3 1.016
8 H 1.968 -2.781 0.816  N3 1.013
9 H -1.809 3.419 1.371  O11 0.940
10 H -1.928 1.962 1.624  O11 0.973
11 O -1.449 2.604 1.073  H9 0.940, H10 0.973
12 H 0.322 -0.141 -0.852  O14 0.968
13 H -0.865 0.616 -0.356  O14 0.973
14 O -0.145 0.693 -1.005  H12 0.968, H13 0.973
15 H 2.963 -0.718 -3.229  O17 0.946
16 H 2.125 -0.250 -4.389  O17 0.947
17 O 2.068 -0.606 -3.514  H15 0.946, H16 0.947
18 H -1.115 2.914 -1.011  O20 0.967
19 H -1.329 2.332 -2.257  O20 0.956
20 O -1.544 3.165 -1.841  H18 0.967, H19 0.956

For the HOMO-LUMO gap, the calculation gives 9.493 eV. Its structure (SMILES) is C=CN.O.O.O.O.

In elementary charge units, the natural (NBO) charges are: C -0.528; C 0.011; N -0.831; H 0.199; H 0.211; H 0.181; H 0.381; H 0.376; H 0.475; H 0.471; O -0.943; H 0.479; H 0.469; O -0.950; H 0.465; H 0.469; O -0.934; H 0.479; H 0.470; O -0.952

=====

Result of the stability comparison: arrangement a is the least stable of them.